[1]
# C22H25N3O3Pd

A molecular structure, C22H25N3O3Pd (wB97M-V/def2-TZVPD, the Open Molecules 2025 dataset).

Geometry as ORCA input:
```
! RIJCOSX wB97M-V def2-TZVPD def2/J DEFGRID3
* xyz -2 1
Pd -0.19301 -0.10858 0.23418
O -1.85425 0.40669 2.17645
C -1.56526 1.31063 2.99733
C -2.17074 1.37652 4.30787
C -1.83577 2.32422 5.24720
C -0.84320 3.28450 4.98978
C -0.23364 3.24936 3.74145
C -0.57339 2.34166 2.74055
C 0.15047 2.43913 1.47425
N -0.28588 2.08124 0.31127
C 0.57329 2.41113 -0.81353
C -0.02566 1.89276 -2.11181
N -0.24886 0.45841 -2.06950
C 0.33922 -0.24098 -2.95601
C 0.27124 -1.69181 -3.11875
C 0.86255 -2.20452 -4.27711
C 0.93133 -3.55461 -4.57289
C 0.36780 -4.44740 -3.63907
C -0.20590 -3.99669 -2.47898
C -0.28641 -2.59384 -2.12062
O -0.77900 -2.23597 -1.02515
H -2.91912 0.61996 4.52214
H -2.34205 2.31993 6.21032
H -0.55733 4.01850 5.73387
H 0.54550 3.97593 3.51247
H 1.14122 2.91760 1.54713
H 1.57412 1.97478 -0.68240
H 0.68789 3.50302 -0.89988
H 0.62772 2.17822 -2.95328
H -0.99611 2.38215 -2.25098
H 0.99958 0.26035 -3.68974
H 1.29710 -1.48733 -4.97194
H 1.40100 -3.90802 -5.48224
H 0.38900 -5.51572 -3.84029
H -0.63050 -4.68973 -1.76029
O 3.02189 -0.72499 1.70774
C 3.38428 -1.46216 0.81753
C 2.68635 -1.55236 -0.52943
C 2.82488 -2.89914 -1.25024
C 4.11863 -3.08351 -2.03716
C 5.35043 -2.64327 -1.25136
C 5.27949 -3.12680 0.19128
N 4.50791 -2.25120 1.05479
H 3.05941 -0.73022 -1.15264
H 1.61303 -1.32099 -0.42154
H 1.99208 -3.00822 -1.94145
H 2.70472 -3.70561 -0.51902
H 4.05669 -2.52061 -2.97401
H 4.22141 -4.13822 -2.31391
H 5.42305 -1.55191 -1.23811
H 6.26406 -3.01668 -1.72418
H 6.28497 -3.17241 0.61708
H 4.88657 -4.15258 0.20152
H 4.82616 -2.13539 2.00296
*
```

HOMO energy = 0.0305 Ha

Here are the Mulliken charges for atoms 1 to 2, given in e:
1 Pd -0.160
2 O -0.710

[2]
# C22H25N3O4

A molecular structure, C22H25N3O4 (wB97M-V/def2-TZVPD, the Open Molecules 2025 dataset).

Geometry as ORCA input:
```
! RIJCOSX wB97M-V def2-TZVPD def2/J DEFGRID3
* xyz 0 1
C -2.55506 -4.62403 -0.02975
H -2.12210 -5.26988 0.70953
H -3.00536 -3.68000 0.25368
O -1.46071 -4.23344 -0.92944
C -0.58279 -3.53710 -0.49297
C 0.36278 -2.99923 -1.12185
C 1.28144 -2.16095 -0.53761
C 1.30567 -1.53776 0.47984
C 0.27489 -2.01840 1.34165
C -0.58855 -2.98160 0.97377
H -1.44272 -3.07972 1.68626
H 0.18126 -1.64349 2.37007
C 2.38673 -0.75878 1.00484
N 3.16521 0.05794 0.06124
C 2.47629 0.95589 -0.92516
H 1.41146 0.59934 -0.92766
C 3.34980 0.99227 -2.01919
O 4.58747 1.51910 -1.69065
C 5.36213 0.75787 -0.98108
C 4.43736 0.49303 0.49537
H 4.92433 -0.30705 0.90236
H 4.31573 1.49677 1.08433
H 6.24184 1.17329 -0.65084
H 5.29788 -0.26926 -1.25361
H 2.88159 2.10166 -2.94825
H 3.42827 0.22663 -2.63647
H 2.43578 1.76150 -0.28900
C 1.76125 0.64662 2.02158
N 0.41756 0.99676 1.64020
C 0.36223 2.29943 1.36676
O 1.15995 3.30970 1.49063
C -1.03345 2.68918 0.50800
O -1.84761 1.65068 0.59446
C -3.10320 1.64279 -0.05608
C -3.55200 2.86968 -0.64902
C -4.72357 3.18427 -1.21746
C -5.57352 1.88304 -1.42552
C -5.18814 0.73280 -0.37052
C -3.95395 0.69511 -0.00901
C -3.65884 -0.41055 0.71629
N -3.18472 -1.59351 1.31276
H -5.96053 -0.08771 -0.37696
H -6.66614 1.88138 -1.69719
H -5.13284 3.75593 -1.70340
H -3.00042 3.87645 -0.74182
H -0.60444 3.01776 -0.38493
H -1.35995 3.43057 1.25083
H -0.10392 0.23612 1.32069
H 1.56093 0.12935 2.92982
H 2.28205 1.38792 2.23955
H 3.10187 -1.09475 1.68749
H 2.19304 -1.66791 -1.40498
H 0.63410 -3.20826 -2.28981
H -3.17639 -5.28751 -0.68181
*
```

HOMO energy = -0.2662 Ha

Here are the Mulliken charges for atoms 1 to 2, given in e:
1 C -0.694
2 H 0.324

[3]
# C22H25N5O2SiW

A molecular structure, C22H25N5O2SiW (wB97M-V/def2-TZVPD, the Open Molecules 2025 dataset).

Geometry as ORCA input:
```
! RIJCOSX wB97M-V def2-TZVPD def2/J DEFGRID3
* xyz 2 3
W 9.35752 8.48725 11.09530
N 8.47917 6.65681 12.40172
N 7.82158 7.40122 11.37083
C 5.09524 8.40859 13.27785
O 4.59905 9.26927 12.62369
O 5.41458 7.54750 14.03228
H 8.69444 5.69678 11.99472
H 8.07348 6.48785 13.35459
H 6.82910 7.26882 11.27672
C 8.59581 11.40848 14.30565
C 8.66220 10.88323 12.98518
N 9.50413 9.87976 12.65632
C 10.37033 9.49328 13.68842
C 10.10522 9.74823 15.05743
C 9.25868 10.85152 15.35604
C 10.92516 8.96461 15.98284
C 11.60496 7.84806 15.59254
C 11.94840 7.62908 14.19363
C 12.81582 6.64680 13.71525
C 12.89294 6.46871 12.34163
C 12.13322 7.20040 11.47203
N 11.25223 8.19359 11.93034
C 11.27661 8.50301 13.32768
H 7.82620 12.19802 14.50616
H 8.01776 11.33506 12.21496
H 9.05377 11.22140 16.37677
H 10.83203 9.15089 17.08340
H 11.72084 7.09255 16.39219
H 13.31952 6.02213 14.48721
H 13.51266 5.65976 11.90288
H 12.19628 7.03433 10.39175
C 10.51072 10.52544 6.89973
Si 9.76369 10.79514 8.58038
C 11.01756 11.78396 9.59934
C 8.12634 11.79519 8.60635
N 9.34970 9.06707 9.30875
C 9.03103 8.21361 8.17333
C 9.76100 6.99798 7.98630
C 9.35504 6.08469 7.04249
C 8.45487 6.47085 6.07681
C 7.73098 7.65029 6.23620
C 8.04018 8.53356 7.29709
H 11.35383 11.12358 6.68259
H 9.84456 10.56736 6.07425
H 10.82832 9.47849 6.94122
H 10.98503 12.81594 9.14425
H 12.03126 11.45009 9.52650
H 10.77914 11.88113 10.66544
H 8.49155 12.80316 8.59941
H 7.58223 11.57740 9.55077
H 7.32391 11.56492 7.84938
H 10.62971 6.78717 8.58856
H 9.94760 5.18381 6.92428
H 8.33893 5.83832 5.22119
H 6.90493 7.92152 5.59848
H 7.47804 9.44744 7.40691
*
```

HOMO energy (alpha / beta) = -0.5016 / -0.5213 Ha

Here are the Mulliken charges for atoms 1 to 2, given in e:
1 W 0.246
2 N -0.474

[4]
# C22H25N5O4S2

C22H25N5O4S2 in the gas phase (wB97M-V/def2-TZVPD, the Open Molecules 2025 dataset).

Geometry as ORCA input:
```
! RIJCOSX wB97M-V def2-TZVPD def2/J DEFGRID3
* xyz 0 1
C 3.26526 1.01118 0.76168
C 3.22768 1.88723 2.01775
C 1.82264 1.98301 2.54347
C 1.06750 3.12078 2.30197
C -0.25754 3.20612 2.69083
C -0.84947 2.14329 3.34891
C -0.11441 1.00284 3.61181
C 1.21144 0.90940 3.20089
N 1.91905 -0.28096 3.42700
C 1.42080 -1.51123 3.13973
S 2.42658 -2.85225 3.10627
N 0.23782 -1.57391 2.57243
N -0.76027 -2.33030 2.70749
C -1.66404 -2.31906 1.70248
C -2.79046 -3.14176 1.71283
O -3.14601 -4.04936 2.62367
N -3.54390 -2.92966 0.61047
C -4.76913 -3.61188 0.29373
C -2.94049 -1.94871 -0.15439
C -3.34991 -1.38263 -1.35230
C -2.54939 -0.39435 -1.89549
C -1.39022 0.01642 -1.24738
S -0.39940 1.26617 -2.04982
O 0.59352 1.74691 -1.12711
O -1.26036 2.22243 -2.68246
N 0.28873 0.32017 -3.25736
C 0.35383 0.89563 -4.58661
C 1.60113 1.76931 -4.73738
O 2.76826 1.04122 -4.42504
C 2.72765 0.56610 -3.09661
C 1.51777 -0.34701 -2.87456
C -0.96801 -0.53262 -0.05661
C -1.75159 -1.53860 0.49476
H 3.04899 -0.02826 0.99910
H 2.51792 1.36195 0.05343
H 4.24679 1.05722 0.29545
H 3.57688 2.88860 1.76091
H 3.90793 1.48712 2.77573
H 1.52419 3.94821 1.77978
H -0.82520 4.09919 2.47899
H -1.88073 2.20066 3.66397
H -0.56256 0.17989 4.14723
H 2.92576 -0.23149 3.50106
H -2.47061 -4.05664 3.31832
H -5.59173 -2.89824 0.22276
H -4.67267 -4.13978 -0.65643
H -4.97918 -4.32801 1.08515
H -4.25788 -1.69503 -1.84327
H -2.81213 0.09247 -2.82002
H -0.54782 1.48993 -4.72721
H 0.37899 0.07271 -5.30822
H 1.71991 2.10892 -5.76756
H 1.50749 2.63811 -4.06796
H 3.65954 0.02162 -2.93724
H 2.66565 1.41126 -2.39768
H 1.43799 -0.62212 -1.82339
H 1.61249 -1.25184 -3.48372
H -0.07507 -0.17038 0.42578
*
```

SMILES = CCc1ccccc1NC(=S)/N=N/c1c(O)n(C)c2ccc(S(=O)(=O)N3CCOCC3)cc12
HOMO energy = -0.2907 Ha

Here are the Mulliken charges for atoms 1 to 2, given in e:
1 C -0.455
2 C -1.281

[5]
# C22H25O4Tc

A molecular structure, C22H25O4Tc (wB97M-V/def2-TZVPD, the Open Molecules 2025 dataset).

Geometry as ORCA input:
```
! RIJCOSX wB97M-V def2-TZVPD def2/J DEFGRID3
* xyz -1 4
Tc -0.05935 0.54240 -0.12768
C 2.34418 0.43848 1.06201
C 2.86477 -0.20762 -0.06806
C 2.49588 0.47543 -1.23472
H 3.51417 -1.07553 -0.01135
C 1.64253 1.57927 -0.86823
C 1.55899 1.57832 0.60585
H 1.33195 2.44395 1.21742
H 2.68724 0.30305 2.09153
H 2.86537 0.28820 -2.23732
H 1.51071 2.45772 -1.49686
C -2.16840 0.92629 0.43816
C -1.29040 1.98790 0.86000
C -0.75871 2.59366 -0.33027
H -1.06884 2.28149 1.89575
C -1.26936 1.89423 -1.46840
C -2.15850 0.87479 -0.99037
H -2.76169 0.21018 -1.61022
H -2.76771 0.28763 1.09240
H -0.15180 3.50161 -0.36454
H -1.14427 2.20127 -2.50365
O 0.49230 -1.88786 -0.20646
C -0.20067 -0.23342 -4.84868
C 0.30170 -1.24457 -4.12495
C 0.62108 0.98666 -4.69668
C -1.67046 -0.15318 -4.63307
C 0.61691 -2.15112 -1.44743
H 1.36381 -1.38131 -3.97471
H -0.26530 -2.16266 -3.99613
H -0.10714 -2.78330 -2.09120
H 1.59552 -1.95547 -2.03805
H 0.79241 1.58112 -5.58910
H 1.59736 0.65333 -4.31774
H 0.13816 1.63368 -3.93770
H -2.30717 -0.02050 -5.50075
H -1.85698 0.66120 -3.91703
H -1.94591 -1.11132 -4.17285
O 0.32503 1.02962 3.59456
C -0.15809 -0.09247 4.18520
C -0.72373 0.06000 5.44947
C -1.24129 -1.06085 6.09154
C -1.22794 -2.32107 5.48055
C -0.68709 -2.47547 4.20333
C -0.14758 -1.36244 3.56931
C 0.34532 -1.41144 2.16045
O 1.30659 -2.06563 1.80607
O -0.47640 -0.61457 1.48519
H 0.97153 0.81405 2.89009
H -0.71845 1.05285 5.89073
H -1.65526 -0.94813 7.08991
H -1.63241 -3.19924 5.98724
H -0.66261 -3.41922 3.65745
*
```

HOMO energy (alpha / beta) = -0.0356 / -0.1572 Ha

Here are the Mulliken charges for atoms 1 to 2, given in e:
1 Tc 0.795
2 C -0.467

Total energy / eV: -37310.7833 -35859.2520 -44453.9466 -60529.2273 -33601.7525